*1*
{"formula": "C3H7O2", "method": "ωB97M-V with the def2-TZVPD basis set", "charge": -1, "mol_weight_g_mol": 75.09, "lumo_ev": 4.099, "orbital_gap_ev": 6.63, "symbols": ["C", "O", "H", "H", "H", "C", "C", "O", "H", "H", "H", "H"], "positions_angstrom": [[0.225, -0.111, 2.926], [0.271, 0.071, 4.158], [-0.501, -0.779, 2.364], [0.754, 0.671, 2.272], [-1.275, 3.858, -2.794], [0.142, -1.111, -1.679], [0.465, -1.086, -0.303], [0.610, -0.090, 0.465], [0.228, -2.111, -2.016], [0.139, -0.471, -2.488], [0.551, -2.084, 0.229], [-1.609, 3.244, -3.136]]}


*2*
{"formula": "C3H7O2", "method": "ωB97M-V with the def2-TZVPD basis set", "charge": -1, "mol_weight_g_mol": 75.09, "lumo_ev": 4.180, "orbital_gap_ev": 6.71, "symbols": ["C", "O", "H", "H", "H", "C", "C", "O", "H", "H", "H", "H"], "positions_angstrom": [[-0.726, 1.623, 2.132], [-1.638, 2.418, 2.156], [0.324, 1.954, 2.272], [-0.788, 0.540, 1.969], [0.481, -0.489, -4.287], [-0.315, -0.797, -0.308], [0.706, -1.101, 0.579], [1.212, -0.420, 1.522], [-0.450, -1.470, -1.144], [-0.808, 0.168, -0.343], [1.167, -2.086, 0.368], [0.836, -0.341, -4.917]]}


Computed energies relative to the best structure, in kcal/mol: *1* 18.6; *2* 0.0


*1*
{"formula": "C3H7O2", "method": "ωB97M-V with the def2-TZVPD basis set", "charge": -1, "mol_weight_g_mol": 75.09, "lumo_ev": 4.181, "orbital_gap_ev": 6.86, "symbols": ["C", "O", "H", "H", "H", "C", "C", "O", "H", "H", "H", "H"], "positions_angstrom": [[1.707, 0.673, -0.186], [2.686, 1.235, -0.617], [1.235, -0.139, -0.747], [1.148, 0.923, 0.730], [0.550, -2.007, -0.183], [-1.486, 0.786, -0.357], [-1.329, -0.188, 0.607], [-0.736, -0.129, 1.718], [-2.091, 0.511, -1.209], [-1.213, 1.819, -0.182], [-1.597, -1.200, 0.217], [1.126, -2.284, 0.209]]}


*2*
{"formula": "C3H7O2", "method": "ωB97M-V with the def2-TZVPD basis set", "charge": -1, "mol_weight_g_mol": 75.09, "lumo_ev": 3.696, "orbital_gap_ev": 7.45, "symbols": ["C", "H", "H", "H", "H", "O", "O", "C", "C", "H", "H", "H"], "positions_angstrom": [[1.072, -2.335, -1.619], [0.694, -2.988, -2.419], [1.940, -1.770, -1.987], [1.372, -2.949, -0.757], [0.281, -1.635, -1.313], [-2.252, 1.750, 2.231], [-2.067, 0.857, 0.146], [-1.635, 1.453, 1.171], [-0.131, 1.840, 1.139], [0.457, 1.003, 1.550], [0.208, 2.036, 0.108], [0.062, 2.739, 1.749]]}


Computed energies relative to the best structure, in kcal/mol: *1* 70.6; *2* 0.0


*1*
{"formula": "C12H22N4O2", "method": "ωB97M-V with the def2-TZVPD basis set", "smiles": "CCCCNc1c(N)n(CC(C)C)c(=O)[nH]c1=O", "mol_weight_g_mol": 254.33, "lumo_ev": 0.720, "orbital_gap_ev": 9.10, "symbols": ["C", "C", "C", "C", "N", "C", "C", "N", "N", "C", "C", "C", "C", "C", "O", "N", "C", "O", "H", "H", "H", "H", "H", "H", "H", "H", "H", "H", "H", "H", "H", "H", "H", "H", "H", "H", "H", "H", "H", "H"], "positions_angstrom": [[-2.677, -2.612, -0.463], [-3.194, -1.268, 0.036], [-2.698, -0.109, -0.828], [-3.015, 1.254, -0.214], [-2.156, 1.524, 0.946], [-0.804, 1.832, 0.576], [0.178, 0.922, 0.875], [-0.133, -0.171, 1.631], [1.482, 1.136, 0.501], [2.552, 0.204, 0.821], [2.898, -0.726, -0.352], [4.120, -1.564, 0.016], [1.731, -1.628, -0.746], [1.866, 2.286, -0.172], [3.013, 2.481, -0.507], [0.864, 3.178, -0.421], [-0.491, 3.061, -0.094], [-1.269, 3.952, -0.379], [-3.044, -3.421, 0.164], [-1.589, -2.635, -0.453], [-3.009, -2.791, -1.482], [-4.286, -1.274, 0.028], [-2.879, -1.112, 1.070], [-1.618, -0.189, -0.973], [-3.165, -0.170, -1.813], [-2.908, 2.034, -0.979], [-4.049, 1.261, 0.138], [-2.542, 2.329, 1.434], [0.339, -1.041, 1.449], [-1.133, -0.228, 1.777], [3.434, 0.810, 1.043], [2.283, -0.360, 1.714], [3.152, -0.089, -1.205], [4.395, -2.213, -0.811], [3.911, -2.185, 0.885], [4.967, -0.923, 0.245], [1.995, -2.214, -1.623], [1.491, -2.325, 0.058], [0.847, -1.043, -0.993], [1.140, 4.029, -0.900]]}


*2*
{"formula": "C12H22N4O2", "method": "ωB97M-V with the def2-TZVPD basis set", "mol_weight_g_mol": 254.33, "lumo_ev": -0.710, "orbital_gap_ev": 8.22, "symbols": ["C", "C", "C", "C", "N", "C", "C", "N", "H", "H", "N", "C", "O", "N", "C", "O", "H", "C", "C", "C", "C", "H", "H", "H", "H", "H", "H", "H", "H", "H", "H", "H", "H", "H", "H", "H", "H", "H", "H", "H"], "positions_angstrom": [[1.567, 3.659, -3.178], [1.815, 2.322, -2.376], [1.159, 2.154, -1.056], [-0.352, 2.314, -1.037], [-1.098, 1.361, -1.700], [-0.642, 0.016, -1.288], [-1.190, -0.409, -0.164], [-2.492, 0.226, 0.308], [-2.609, 0.212, 1.279], [-2.539, 1.100, -0.043], [-1.093, -1.888, 0.125], [-0.340, -2.652, -0.474], [-0.152, -3.652, 0.241], [0.351, -2.289, -1.510], [0.058, -0.907, -2.053], [0.909, -0.614, -3.081], [0.985, -2.774, -1.797], [-1.689, -2.199, 1.536], [-1.227, -1.828, 2.779], [0.447, -2.122, 2.887], [0.829, -1.591, 4.220], [0.540, -2.107, 4.956], [2.007, -2.015, 4.258], [1.025, -0.578, 4.306], [0.662, -1.725, 1.959], [0.387, -3.246, 2.872], [-1.213, -0.476, 2.955], [-1.746, -2.215, 3.548], [-2.713, -1.935, 1.442], [-1.607, -3.344, 1.574], [-0.680, 1.167, -2.866], [-0.771, 2.347, -0.074], [-0.676, 3.200, -1.539], [1.553, 1.510, -0.552], [1.570, 3.232, -0.462], [1.578, 1.378, -3.196], [2.760, 2.374, -2.376], [2.317, 3.717, -4.135], [1.759, 4.556, -2.657], [0.550, 3.721, -3.629]]}


Computed energies relative to the best structure, in kcal/mol: *1* 0.0; *2* 295.5


*1*
{"formula": "BrH4N2OP", "method": "ωB97M-V with the def2-TZVPD basis set", "mol_weight_g_mol": 158.92, "lumo_ev": 0.179, "orbital_gap_ev": 10.67, "symbols": ["N", "N", "O", "P", "Br", "H", "H", "H", "H"], "positions_angstrom": [[-2.038, 0.113, 0.957], [0.386, 0.964, 1.305], [-0.291, 0.132, -1.080], [-0.701, 0.354, 0.316], [2.159, -2.403, -2.591], [-2.864, -0.220, 0.410], [1.275, 1.182, 0.718], [0.235, 0.853, 2.288], [1.839, -0.975, -2.324]]}


*2*
{"formula": "BrH4N2OP", "method": "ωB97M-V with the def2-TZVPD basis set", "smiles": "[H]/N=P(\\Br)=N/[H].O", "mol_weight_g_mol": 158.92, "lumo_ev": -0.490, "orbital_gap_ev": 9.80, "symbols": ["H", "N", "P", "Br", "N", "H", "O", "H", "H"], "positions_angstrom": [[-1.863, -2.108, -0.839], [-0.992, -1.676, -0.990], [-1.269, -0.343, -0.295], [-3.445, 0.320, -0.121], [-0.534, 0.932, 0.174], [0.432, 0.972, 0.109], [2.395, 0.766, 0.342], [3.272, 0.414, 0.408], [2.003, 0.725, 1.211]]}


Computed energies relative to the best structure, in kcal/mol: *1* 0.0; *2* 30.7


*1*
{"formula": "C4H6NOS", "method": "ωB97M-V with the def2-TZVPD basis set", "charge": 1, "smiles": "CC1=CCS[N+]1=O", "mol_weight_g_mol": 116.16, "lumo_ev": [-6.853, -6.851], "orbital_gap_ev": [8.45, 8.45], "symbols": ["C", "C", "C", "C", "S", "N", "O", "H", "H", "H", "H", "H", "H"], "positions_angstrom": [[-1.633, -0.308, -0.937], [-0.427, -0.023, -0.164], [0.850, 0.323, -0.552], [1.806, 0.401, 0.519], [0.988, -0.086, 2.067], [-0.454, -0.108, 1.233], [-1.499, -0.389, 1.918], [-2.315, -0.819, -0.310], [-1.167, -1.077, -1.681], [-2.205, 0.491, -1.501], [1.168, 0.412, -1.644], [2.826, -0.215, 0.546], [2.062, 1.399, 0.506]]}


*2*
{"formula": "C4H6NOS", "method": "ωB97M-V with the def2-TZVPD basis set", "charge": 1, "mol_weight_g_mol": 116.16, "lumo_ev": -4.948, "orbital_gap_ev": 8.92, "symbols": ["C", "C", "C", "C", "N", "O", "S", "H", "H", "H", "H", "H", "H"], "positions_angstrom": [[-1.187, 0.087, -0.073], [1.128, -0.891, -0.253], [-1.934, 1.294, -0.424], [2.252, -0.788, 0.632], [0.049, -0.201, -0.142], [-3.152, 0.850, 0.099], [-2.580, -0.666, 0.567], [1.233, -1.414, -1.185], [-1.757, 2.235, 0.034], [-1.863, 1.432, -1.619], [2.596, 0.245, 0.268], [2.079, -0.631, 1.663], [3.135, -1.551, 0.432]]}


Computed energies relative to the best structure, in kcal/mol: *1* 14.3; *2* 0.0


*1*
{"formula": "CH5NO2Si", "method": "ωB97M-V with the def2-TZVPD basis set", "mol_weight_g_mol": 91.14, "lumo_ev": -0.244, "orbital_gap_ev": 10.78, "symbols": ["C", "N", "O", "O", "Si", "H", "H", "H", "H", "H"], "positions_angstrom": [[-0.237, -0.401, -0.558], [-1.516, 0.000, -0.115], [-2.306, -0.897, 0.188], [-1.693, 1.158, 0.123], [1.191, 0.174, 0.564], [-0.168, -1.484, -0.728], [0.075, 0.354, -1.769], [1.115, 1.693, 0.633], [1.076, -0.641, 1.917], [2.463, 0.044, -0.255]]}


*2*
{"formula": "CH5NO2Si", "method": "ωB97M-V with the def2-TZVPD basis set", "smiles": "C[SiH2][N+](=O)[O-]", "mol_weight_g_mol": 91.14, "lumo_ev": 0.290, "orbital_gap_ev": 10.65, "symbols": ["C", "Si", "N", "O", "O", "H", "H", "H", "H", "H"], "positions_angstrom": [[-0.858, 0.207, 0.496], [0.354, 0.026, -0.977], [-0.359, -1.430, -2.021], [0.218, -2.386, -2.431], [-1.588, -1.252, -2.027], [-1.192, -0.698, 0.877], [-0.452, 0.697, 1.363], [-1.755, 0.842, 0.076], [1.767, -0.405, -0.984], [0.118, 1.239, -1.736]]}


Computed energies relative to the best structure, in kcal/mol: *1* 45.2; *2* 0.0